C19H13Cl2O3RuSTe as an isolated structure, computed with ωB97M-V/def2-TZVPD.

```
40
C19H13Cl2O3RuSTe (ωB97M-V/def2-TZVPD)
Ru -0.783 -0.103 0.013
Cl -1.088 0.915 2.144
C 0.258 2.041 2.290
C 0.244 2.915 3.353
C 1.301 3.801 3.474
C 2.336 3.788 2.551
C 2.320 2.891 1.497
Cl 3.625 2.910 0.371
C 1.262 1.987 1.333
S 1.260 0.875 -0.033
H -0.571 2.908 4.066
H 1.318 4.505 4.296
H 3.164 4.479 2.639
Te -0.106 -2.439 -0.997
C 1.195 -3.236 0.415
C 2.075 -2.462 1.170
C 2.945 -3.095 2.046
C 2.921 -4.478 2.179
C 2.037 -5.242 1.427
C 1.169 -4.625 0.541
H 2.102 -1.386 1.067
H 3.643 -2.504 2.626
H 3.594 -4.965 2.874
H 2.023 -6.319 1.527
H 0.479 -5.224 -0.043
O -3.655 -0.876 -4.086
C -3.061 0.213 -3.589
C -2.807 1.260 -4.469
C -2.148 2.393 -4.040
C -1.745 2.534 -2.715
C -2.051 1.532 -1.824
C -2.695 0.342 -2.235
C -2.901 -0.802 -1.310
O -3.081 -1.929 -1.754
O -2.754 -0.546 -0.012
H -3.636 -1.568 -3.390
H -3.126 1.147 -5.498
H -1.943 3.188 -4.747
H -1.231 3.426 -2.385
H -1.886 1.750 -0.771
```

Results
**Electronic energy**: -71803.92454 eV
**LUMO level (alpha / beta)**: -4.56 / -6.26 eV
**Multiplicity**: 5
**Net charge**: +1
**ΔE to the lowest compared entry with this formula, charge and spin**: 14.7 kcal/mol
**Highest occupied orbital energy (alpha / beta)**: -11.689 / -11.618 eV
**Kohn-Sham gap (alpha / beta)**: 7.1254 / 5.3625 eV

***

C19H13N2OPtS5 as an isolated structure, computed with ωB97M-V/def2-TZVPD.

```
41
C19H13N2OPtS5 (ωB97M-V/def2-TZVPD)
Pt 0.425 0.304 0.973
C -1.744 -3.090 2.640
C -3.042 -2.606 2.711
C -3.293 -1.298 2.343
C -2.239 -0.501 1.913
N -0.984 -0.979 1.860
C -0.741 -2.245 2.207
C -2.401 0.894 1.467
C -3.610 1.579 1.532
C -3.684 2.877 1.069
C -2.543 3.466 0.542
C -1.370 2.740 0.513
N -1.293 1.488 0.978
H -1.502 -4.109 2.904
H -3.853 -3.242 3.042
H -4.299 -0.908 2.379
H 0.290 -2.560 2.125
H -4.484 1.099 1.946
H -4.619 3.420 1.115
H -2.552 4.476 0.156
H -0.435 3.134 0.131
O 2.936 -5.808 -1.220
C 2.442 -4.755 -0.890
S 1.133 -3.949 -1.748
C 1.054 -2.472 -0.780
C 1.986 -2.376 0.192
S 2.242 -1.060 1.336
S 3.119 -3.712 0.367
S -0.180 -1.349 -1.240
S 1.832 2.037 0.415
C 2.328 1.865 -1.277
C 2.513 0.626 -1.892
C 2.957 0.554 -3.203
C 3.239 1.708 -3.924
C 3.065 2.943 -3.317
C 2.607 3.020 -2.009
H 2.298 -0.278 -1.341
H 3.079 -0.419 -3.663
H 3.585 1.643 -4.949
H 3.276 3.854 -3.865
H 2.461 3.987 -1.541
```

Results
**Electronic energy**: -82368.71960 eV
**LUMO level**: 1.65 eV
**Net charge**: -1
**ΔE to the lowest compared entry with this formula, charge and spin**: 5.4 kcal/mol
**Highest occupied orbital energy**: -3.260 eV
**Kohn-Sham gap**: 4.9133 eV

***

A 2-piece molecular cluster, C19H14BrClN3O6S overall at a distorted geometry, computed with ωB97M-V/def2-TZVPD.

```
45
C19H14BrClN3O6S (ωB97M-V/def2-TZVPD)
C -2.956 -1.345 -0.876
C -1.987 -2.509 -0.801
O -0.632 -1.970 -0.562
C 0.253 -2.990 -0.625
O -0.088 -4.146 -0.826
N 1.577 -2.571 -0.459
C 2.666 -3.443 -0.708
C 2.610 -4.817 -0.900
C 3.819 -5.508 -1.028
C 5.037 -4.804 -0.946
C 5.068 -3.413 -0.719
Br 6.732 -2.585 -0.360
C 3.861 -2.701 -0.646
C 3.426 -1.299 -0.430
N 4.176 -0.135 -0.800
O 5.062 -0.266 -1.673
O 3.922 0.964 -0.252
C 2.059 -1.278 -0.235
H -3.990 -1.732 -0.857
H -2.835 -0.647 -0.033
H -2.832 -0.790 -1.821
H -2.240 -3.189 0.029
H -1.968 -3.078 -1.745
H 1.637 -5.300 -0.952
H 3.796 -6.588 -1.172
H 5.970 -5.353 -1.038
H 1.420 -0.501 0.136
N -5.983 6.433 3.737
C -5.180 5.927 3.052
C -4.156 5.266 2.265
C -4.499 4.299 1.307
C -3.499 3.592 0.637
C -2.167 3.837 0.958
S -0.792 3.081 -0.112
C -0.082 1.388 -0.138
Cl 0.802 1.233 -1.566
O -1.427 3.198 -1.415
O 0.297 3.988 0.213
C -1.808 4.831 1.862
C -2.807 5.546 2.520
H -5.552 4.145 1.064
H -3.763 2.852 -0.114
H 0.366 0.967 0.764
H -0.765 5.058 2.064
H -2.549 6.354 3.205
```

Results
**Electronic energy**: -130081.25326 eV
**LUMO level**: 1.88 eV
**Net charge**: -1
**Highest occupied orbital energy**: -3.202 eV
**Kohn-Sham gap**: 5.0844 eV

***

C19H14BrN3NaO3SbSe4 as an isolated structure at a distorted geometry, computed with ωB97M-V/def2-TZVPD.

```
46
C19H14BrN3NaO3SbSe4 (ωB97M-V/def2-TZVPD)
Na -0.162 -0.888 0.162
O 0.390 -0.221 1.965
C 0.079 0.870 2.539
C 0.917 1.430 3.560
C 0.746 2.707 4.033
C -0.286 3.526 3.531
C -1.180 2.982 2.613
C -1.037 1.695 2.108
C -1.926 1.259 1.014
N -2.024 0.035 0.675
N -2.838 -0.261 -0.413
C -2.435 -1.307 -1.114
O -1.360 -1.985 -1.006
C -3.388 -1.667 -2.244
C -3.089 -2.772 -3.034
C -3.934 -3.159 -4.072
C -5.091 -2.436 -4.336
C -5.389 -1.319 -3.559
C -4.544 -0.935 -2.524
H 1.748 0.817 3.887
H 1.450 3.118 4.746
H -0.416 4.539 3.894
H -1.988 3.599 2.232
H -2.475 2.023 0.461
H -2.177 -3.315 -2.812
H -3.688 -4.027 -4.677
H -5.755 -2.739 -5.140
H -6.286 -0.745 -3.765
H -4.753 -0.066 -1.913
O 6.426 -2.475 0.460
C 5.145 -2.087 0.200
C 4.822 -0.797 -0.184
C 3.502 -0.515 -0.481
N 2.509 -1.412 -0.368
C 2.855 -2.617 0.037
Br 1.437 -3.863 0.231
C 4.145 -3.034 0.316
H 7.003 -1.718 0.326
H 5.568 -0.012 -0.252
H 3.247 0.472 -0.838
H 4.366 -4.049 0.616
Se 3.560 5.052 2.553
Sb 1.722 4.501 1.089
Se 2.866 3.408 -1.169
Se 0.249 6.268 0.363
Se 1.468 2.120 0.291
```

Results
**Electronic energy**: -372928.67283 eV
**LUMO level**: 3.62 eV
**Net charge**: -2
**ΔE to the lowest compared entry with this formula, charge and spin**: 36.8 kcal/mol
**Highest occupied orbital energy**: -1.732 eV
**Kohn-Sham gap**: 5.3519 eV

***

Number 1: M 620.95 g mol⁻¹. Number 2: M 640.74 g mol⁻¹. Number 3: M 527.76 g mol⁻¹. Number 4: M 872.83 g mol⁻¹.